A 2-piece molecular cluster, C4H12N2 overall, computed with ωB97M-V/def2-TZVPD.

Last column: Mulliken charge in e.
Positions of all 18 atoms, in Å:
H1 -0.41 -2.60 0.59  0.214
N1 -0.10 -1.75 1.04  -0.817
C1 0.51 -0.95 0.26  0.738
C2 0.81 -1.17 -1.21  -1.273
N2 0.89 0.25 0.77  -0.139
C3 1.83 1.16 0.17  -0.937
H2 0.45 -2.15 -1.51  0.382
H3 0.31 -0.41 -1.81  0.303
H4 1.88 -1.12 -1.39  0.313
H5 0.77 0.31 1.77  0.287
H6 2.85 0.77 0.16  0.311
H7 1.54 1.38 -0.86  0.290
H8 1.82 2.09 0.73  0.314
C4 -2.63 0.84 0.26  -0.937
H9 -1.96 1.67 0.10  0.201
H10 -3.05 0.52 -0.69  0.243
H11 -3.43 1.14 0.92  0.326
H12 -2.08 0.02 0.71  0.182

## Properties
Energy relative to the best compared isomer or geometry (same formula, charge and spin), eV: 0.321
HOMO, Eh: -0.31820
SMILES string: [H]/N=C(\C)NC.C
Orbital gap, eV: 9.580

---

C4H12N2 as an isolated structure, computed with ωB97M-V/def2-TZVPD.

Last column: Mulliken charge in e.
Positions of all 18 atoms, in Å:
N1 0.17 -2.61 -0.30  -0.568
C1 0.90 0.65 2.04  -1.281
C2 0.69 0.57 0.54  -0.180
C3 -0.52 1.08 0.07  -0.018
C4 -0.72 1.16 -1.39  -0.526
N2 -0.99 -0.22 -1.66  -0.698
H1 0.36 -3.59 -0.35  0.187
H2 0.94 -2.00 -0.09  0.150
H3 0.23 0.01 2.61  0.320
H4 1.95 0.52 2.31  0.340
H5 0.69 1.69 2.32  0.337
H6 -0.35 -0.18 0.23  0.142
H7 1.50 0.37 -0.14  0.623
H8 -1.32 1.53 0.62  0.348
H9 -1.51 1.87 -1.68  0.370
H10 0.17 1.59 -1.89  0.170
H11 -1.87 -0.27 -2.17  0.076
H12 -0.32 -2.18 -1.08  0.208

## Properties
Energy relative to the best compared isomer or geometry (same formula, charge and spin), eV: 5.339
HOMO, Eh: -0.25317
Orbital gap, eV: 7.124

---

A 2-piece molecular cluster, C4H12N2 overall, computed with ωB97M-V/def2-TZVPD.

Last column: Mulliken charge in e.
Positions of all 18 atoms, in Å:
C1 -1.67 -1.23 -1.69  -0.290
N1 -2.08 -2.13 -0.91  -0.387
C2 -2.56 -3.40 -1.49  -0.746
H1 -1.48 -0.27 -1.23  0.284
H2 -1.40 -1.41 -2.74  0.263
H3 -1.89 -3.93 -2.17  0.302
H4 -2.82 -3.99 -0.61  0.268
H5 -3.48 -3.22 -2.04  0.305
C3 1.67 0.93 1.38  -0.759
N2 1.45 2.37 1.03  -0.419
C4 2.56 3.16 1.57  -0.784
H6 1.64 0.84 2.46  0.292
H7 2.62 0.61 0.95  0.321
H8 0.87 0.34 0.93  0.217
H9 1.47 2.34 0.01  0.243
H10 3.56 2.81 1.31  0.295
H11 2.45 4.18 1.20  0.305
H12 2.44 3.16 2.65  0.290

## Properties
Energy relative to the best compared isomer or geometry (same formula, charge and spin), eV: 1.973
HOMO, Eh: -0.33101
SMILES string: C=NC.CNC
Orbital gap, eV: 10.044

---

An isolated ion of composition C4H12N2 and charge +1, computed with ωB97M-V/def2-TZVPD.

Last column: Mulliken charge in e.
Positions of all 18 atoms, in Å:
C1 -1.21 2.15 -0.48  -1.262
C2 -0.69 1.85 0.99  -0.360
C3 -0.45 0.23 1.00  -0.682
N1 0.48 -0.14 -0.09  -0.087
C4 0.49 -1.71 -0.15  -0.465
N2 1.59 -2.16 -1.08  -0.509
H1 -2.22 1.59 -0.83  0.248
H2 -0.46 2.02 -1.20  0.443
H3 -1.56 3.11 -0.49  0.409
H4 0.35 2.11 1.08  0.299
H5 -1.47 2.27 1.66  0.360
H6 -1.43 -0.41 0.98  0.387
H7 -0.08 0.08 1.99  0.471
H8 -0.13 -0.06 -0.96  0.325
H9 0.76 -1.96 0.87  0.435
H10 -0.41 -2.28 -0.22  0.359
H11 2.13 -2.99 -0.78  0.308
H12 1.15 -2.52 -2.05  0.321

## Properties
Multiplicity: 2
Energy relative to the best compared isomer or geometry (same formula, charge and spin), eV: 3.373
HOMO (spin up / spin down), Eh: -0.56684 / -0.53975
Total charge: +1
Orbital gap (spin up / spin down), eV: 12.278 / 5.410

---

An isolated ion of composition C4H12N2 and charge +1, computed with ωB97M-V/def2-TZVPD.

Last column: Mulliken charge in e.
Positions of all 18 atoms, in Å:
N1 -1.33 -0.93 -0.23  -0.532
C1 -0.56 2.24 0.59  -1.298
C2 0.02 0.88 0.87  -0.474
C3 -0.16 -0.16 -0.31  0.235
C4 1.15 -1.05 -0.24  -0.948
N2 1.13 -2.13 -1.12  -0.233
H1 -1.40 -1.54 0.58  0.266
H2 -2.22 -0.44 -0.32  0.290
H3 -0.06 2.70 -0.25  0.364
H4 -1.57 2.15 0.19  0.347
H5 -0.45 2.88 1.46  0.372
H6 -0.41 0.40 1.74  0.367
H7 1.09 0.94 1.11  0.384
H8 -0.23 0.41 -1.24  0.390
H9 2.04 -0.46 -0.36  0.431
H10 1.16 -1.38 0.81  0.393
H11 0.24 -2.58 -1.26  0.319
H12 1.56 -1.94 -2.03  0.327

## Properties
Multiplicity: 2
Energy relative to the best compared isomer or geometry (same formula, charge and spin), eV: 0.395
HOMO (spin up / spin down), Eh: -0.54352 / -0.51676
Total charge: +1
Orbital gap (spin up / spin down), eV: 11.872 / 5.730

---

An isolated ion of composition C4H12N2 and charge +2, computed with ωB97M-V/def2-TZVPD.

Last column: Mulliken charge in e.
Positions of all 18 atoms, in Å:
N1 1.99 -1.11 -2.26  -0.268
C1 1.56 -0.37 -1.07  -0.400
C2 0.36 -0.46 -0.53  -0.386
C3 -0.05 0.30 0.69  -0.553
C4 -1.60 0.44 0.87  -0.706
N2 -2.02 1.12 2.14  -0.234
H1 2.27 -2.08 -2.08  0.377
H2 1.33 -1.08 -3.04  0.396
H3 2.83 -0.63 -2.62  0.395
H4 2.37 0.18 -0.62  0.329
H5 -0.45 -0.86 -1.14  0.321
H6 0.50 1.19 0.95  0.530
H7 0.17 -0.40 1.52  0.376
H8 -2.00 0.99 0.02  0.342
H9 -1.92 -0.59 0.88  0.357
H10 -1.22 1.27 2.75  0.373
H11 -2.42 2.03 1.91  0.384
H12 -2.77 0.71 2.71  0.367

## Properties
Energy relative to the best compared isomer or geometry (same formula, charge and spin), eV: 0.365
HOMO, Eh: -0.68245
Total charge: +2
SMILES string: [NH3+]/C=C/CC[NH3+]
Orbital gap, eV: 11.825

---

A 2-piece molecular cluster, C4H12N2O overall, computed with ωB97M-V/def2-TZVPD.

Last column: Mulliken charge in e.
Positions of all 19 atoms, in Å:
C1 0.41 -2.91 -0.63  -1.820
C2 -0.36 -2.01 0.35  -0.982
C3 0.61 -0.87 0.84  -2.149
N1 0.38 0.35 0.13  0.993
C4 -0.20 1.43 0.77  -1.485
N2 -1.12 2.12 0.20  -0.542
H1 -0.25 -3.45 -1.31  0.564
H2 1.13 -2.28 -1.19  0.306
H3 1.18 -3.49 -0.12  0.555
H4 -0.75 -2.64 1.17  0.728
H5 -1.22 -1.36 0.09  0.412
H6 0.48 -0.68 1.91  1.219
H7 1.65 -1.24 0.78  0.581
H8 0.33 0.39 -0.87  0.098
H9 0.05 1.43 1.83  -0.127
H10 -1.23 2.96 0.77  0.633
H11 -0.44 3.72 -0.87  0.385
H12 -0.68 4.35 -2.23  0.330
O1 0.03 4.18 -1.60  -0.700

## Properties
Multiplicity: 2
Energy relative to the best compared isomer or geometry (same formula, charge and spin), eV: 1.254
HOMO (spin up / spin down), Eh: 0.05063 / -0.20316
Total charge: -1
Orbital gap (spin up / spin down), eV: 2.431 / 9.306

---

C4H12N2O as an isolated structure, computed with ωB97M-V/def2-TZVPD.

Last column: Mulliken charge in e.
Positions of all 19 atoms, in Å:
C1 0.82 0.74 0.19  -0.265
C2 0.87 -1.71 0.33  -0.728
C3 -1.59 0.22 1.02  -0.983
C4 -1.29 0.92 -1.33  -1.007
N1 0.87 -0.49 -0.48  -0.087
N2 -0.69 0.41 -0.10  0.231
O1 2.82 -0.08 -0.08  -0.801
H1 3.20 0.12 -0.95  0.229
H2 1.03 0.75 1.26  0.319
H3 1.12 1.62 -0.36  0.259
H4 1.01 -1.54 1.40  0.282
H5 -0.05 -2.28 0.13  0.328
H6 1.71 -2.31 -0.03  0.269
H7 -2.04 1.17 1.30  0.339
H8 -2.11 0.27 -1.64  0.307
H9 -1.06 -0.18 1.88  0.331
H10 -2.39 -0.48 0.76  0.301
H11 -0.54 0.93 -2.12  0.340
H12 -1.67 1.93 -1.17  0.336

## Properties
Energy relative to the best compared isomer or geometry (same formula, charge and spin), eV: 5.988
HOMO (spin up / spin down), Eh: -0.29240 / -0.29257
Orbital gap (spin up / spin down), eV: 8.623 / 8.627